20
Properties=species:S:1:pos:R:3:nbo_charge:R:1 method="wB97M-V/def2-TZVPD" gap_ev=9.2923 smiles=CNC[C@@H](C)CO charge=0 e_homo_ev=-8.33
C -0.17 0.63 0.04 -0.26
C -1.34 1.49 0.71 -0.05
C -0.49 -0.82 0.38 -0.22
C 1.62 -1.88 -0.51 -0.41
C -0.13 0.93 -1.45 -0.61
N 0.75 -1.63 0.61 -0.63
O -1.37 1.38 2.11 -0.72
H -0.52 1.66 2.46 0.46
H 1.27 -1.29 1.41 0.35
H 0.77 0.94 0.52 0.19
H -1.21 2.53 0.40 0.15
H -2.31 1.15 0.36 0.18
H -1.06 -0.89 1.30 0.22
H -1.03 -1.30 -0.44 0.19
H 2.22 -1.01 -0.83 0.16
H 1.03 -2.22 -1.36 0.19
H 2.32 -2.69 -0.25 0.20
H 0.68 0.38 -1.94 0.22
H -1.07 0.65 -1.92 0.21
H 0.03 1.99 -1.63 0.21

***

8
Properties=species:S:1:pos:R:3:nbo_charge:R:1 method="wB97M-V/def2-TZVPD" gap_ev="7.9000 / 6.3503" multiplicity=3 charge=0 e_homo_ev="-7.50 / -8.51"
C -0.05 1.72 -0.17 -0.35
C -1.04 0.78 0.03 -0.21
C -2.06 0.13 0.12 -0.23
C 1.46 -0.71 0.28 -0.19
Cl 2.71 -1.71 -0.41 0.04
Cl 1.47 1.08 -0.15 0.51
H -3.02 -0.33 0.39 0.25
H 0.52 -0.94 -0.08 0.19

***

78
Properties=species:S:1:pos:R:3:lowdin_spin:R:1 method="wB97M-V/def2-TZVPD" gap_ev="5.5617 / 6.4784" multiplicity=3 charge=-1 e_homo_ev="-3.48 / -4.97"
Ti -0.36 0.37 0.54 0.59
N -2.84 -2.52 3.05 0.00
C -1.59 -2.00 2.75 0.00
S -0.36 -3.10 2.29 0.01
N -1.51 -0.70 2.95 0.00
N -0.44 -0.03 2.43 0.02
C 0.23 0.83 3.20 0.14
C -0.19 1.19 4.57 0.01
C 0.70 1.18 5.64 0.01
C 0.29 1.58 6.90 0.00
C -1.02 1.99 7.12 0.01
C -1.92 1.99 6.06 0.00
C -1.51 1.59 4.79 0.01
C 1.34 1.44 2.52 0.05
C 2.25 2.35 3.08 0.02
C 3.33 2.77 2.34 0.03
C 3.51 2.30 1.04 0.04
C 2.54 1.48 0.52 0.02
N 1.47 1.06 1.22 0.05
H -2.82 -3.47 3.36 0.00
H -3.44 -1.90 3.57 0.00
H 1.72 0.83 5.48 0.00
H 1.00 1.56 7.73 0.00
H -1.33 2.30 8.11 0.00
H -2.94 2.31 6.21 0.00
H -2.20 1.61 3.96 0.00
H 2.08 2.72 4.08 0.00
H 4.03 3.48 2.76 0.00
H 4.35 2.60 0.44 0.00
H 2.60 1.15 -0.51 0.00
N -1.23 -1.19 -0.29 -0.02
N -2.64 -1.17 -0.25 0.05
C -3.19 -0.03 0.16 0.07
N -4.54 0.17 0.24 0.03
N -2.27 0.82 0.56 0.00
N -2.44 2.03 1.11 0.39
O -3.56 2.64 1.20 0.26
O -1.27 2.50 1.50 0.15
H -0.13 -1.35 -2.24 0.00
H -0.92 -2.10 0.05 0.00
H -3.17 -1.92 -0.64 0.00
H -5.07 -0.12 -0.57 0.00
H -4.70 1.14 0.52 0.00
C -0.43 -4.21 -4.38 0.00
Si -0.32 -2.33 -4.39 0.00
C -2.05 -1.60 -4.27 0.00
C 0.51 -1.77 -5.96 0.00
N 0.46 -1.80 -2.92 0.00
C 1.74 -2.06 -2.49 0.00
C 2.70 -2.70 -3.30 0.00
C 3.99 -2.95 -2.87 0.00
C 4.40 -2.57 -1.60 0.00
C 3.48 -1.94 -0.77 0.00
C 2.21 -1.70 -1.21 0.00
F 1.38 -1.10 -0.30 0.01
H -1.11 -4.58 -5.16 0.00
H -0.80 -4.57 -3.41 0.00
H 0.54 -4.68 -4.55 0.00
H -2.45 -1.39 -5.27 0.00
H -2.02 -0.66 -3.72 0.00
H -2.74 -2.28 -3.77 0.00
H 0.00 -2.18 -6.83 0.00
H 1.57 -2.06 -6.02 0.00
H 0.46 -0.68 -6.02 0.00
H 2.40 -2.99 -4.30 0.00
H 4.68 -3.44 -3.54 0.00
H 5.40 -2.77 -1.26 0.00
H 3.75 -1.64 0.24 0.00
N 0.35 3.64 -0.53 0.01
C 0.06 2.68 -1.44 0.01
O -0.18 1.47 -1.08 0.01
C 0.05 3.04 -2.80 0.00
C -0.31 2.11 -3.81 0.00
N -0.63 1.39 -4.65 0.00
C 0.32 4.37 -3.19 0.00
N 0.56 5.47 -3.47 0.00
H 0.32 4.59 -0.87 0.00
H -0.11 3.49 0.36 0.00

***

116
Properties=species:S:1:pos:R:3:lowdin_charge:R:1 method="wB97M-V/def2-TZVPD" gap_ev=5.0381 charge=-1 e_homo_ev=-3.88
C -25.67 -18.27 -1.43 -0.05
C -25.42 -19.54 -0.66 -0.48
C -24.12 -20.18 -1.18 -0.13
C -23.62 -21.24 -0.25 -0.17
C -23.35 -20.69 1.16 -0.12
C -24.62 -20.00 1.68 -0.50
N -25.22 -19.18 0.71 -0.16
O -26.29 -18.42 1.18 -0.25
C -24.21 -19.18 2.90 -0.02
C -25.49 -21.11 2.30 -0.03
C -26.60 -20.51 -0.98 -0.01
H -24.72 -17.73 -1.52 0.08
H -26.46 -17.63 -1.06 0.06
H -25.94 -18.53 -2.46 0.09
H -23.42 -19.42 -1.54 0.08
H -24.39 -20.62 -2.16 0.11
H -22.74 -21.77 -0.62 0.08
H -24.41 -22.01 -0.20 0.12
H -22.52 -19.98 1.09 0.12
H -23.04 -21.56 1.74 0.09
H -25.03 -18.86 3.55 0.09
H -23.75 -18.21 2.62 0.06
H -23.42 -19.68 3.47 0.07
H -25.91 -21.84 1.59 0.05
H -26.39 -20.71 2.78 0.07
H -24.97 -21.66 3.09 0.08
H -27.10 -20.97 -0.12 0.08
H -26.33 -21.37 -1.61 0.07
H -27.41 -19.99 -1.50 0.07
O -24.86 -16.40 0.94 -0.09
H -25.41 -17.23 1.04 -0.04
H -24.11 -16.54 1.52 0.01
O -28.46 -15.30 0.72 -0.06
H -29.39 -15.04 0.69 0.07
H -28.42 -16.18 0.31 0.02
O -27.41 -15.99 3.21 -0.08
H -27.88 -15.74 2.39 -0.02
H -26.68 -16.55 2.89 0.01
O -21.38 -15.99 1.67 -0.06
H -21.82 -16.48 0.94 0.02
H -20.45 -15.97 1.40 0.05
O -24.75 -24.59 2.34 -0.05
H -25.08 -25.31 1.78 0.07
H -25.40 -23.87 2.21 0.03
O -26.27 -14.91 -0.99 -0.09
H -27.02 -14.72 -0.39 0.01
H -25.74 -15.59 -0.52 0.00
O -21.63 -17.70 4.32 -0.07
H -22.55 -17.44 4.39 0.02
H -21.39 -17.49 3.41 0.01
O -27.33 -22.12 -4.18 -0.05
H -27.26 -21.34 -4.74 0.06
H -26.89 -22.82 -4.68 0.05
O -23.29 -16.61 -3.49 -0.06
H -22.89 -17.49 -3.49 -0.01
H -24.24 -16.76 -3.45 0.00
O -22.52 -14.64 4.16 -0.07
H -22.32 -15.17 4.93 0.02
H -22.28 -15.19 3.40 -0.01
O -21.46 -24.70 -1.49 -0.05
H -20.74 -25.33 -1.37 0.06
H -21.96 -24.72 -0.65 0.03
O -21.48 -17.37 -0.89 -0.06
H -22.12 -16.92 -1.45 0.04
H -21.61 -18.32 -1.07 -0.01
O -28.67 -23.55 -2.17 -0.07
H -28.70 -24.35 -2.71 0.03
H -28.11 -22.93 -2.68 0.00
O -24.51 -21.21 -5.27 -0.06
H -24.60 -20.80 -4.40 0.02
H -23.97 -22.00 -5.10 0.02
O -23.03 -19.80 6.59 -0.06
H -22.14 -19.67 6.92 0.03
H -23.00 -20.66 6.14 0.03
O -21.19 -21.57 3.65 -0.05
H -20.53 -20.90 3.88 0.06
H -21.20 -21.62 2.68 0.01
O -28.59 -17.54 -3.59 -0.09
H -28.85 -17.24 -2.71 0.01
H -27.63 -17.36 -3.61 -0.01
O -20.37 -22.51 0.74 -0.07
H -19.49 -22.84 0.94 0.06
H -20.96 -23.29 0.84 0.02
O -26.27 -15.96 -3.72 -0.07
H -25.78 -15.52 -3.01 0.03
H -26.94 -15.32 -3.98 0.06
O -26.97 -24.17 0.57 -0.07
H -27.31 -23.60 -0.13 0.02
H -27.41 -23.87 1.37 0.02
O -21.90 -19.27 -3.57 -0.05
H -21.84 -19.72 -2.71 0.00
H -20.98 -19.20 -3.87 0.06
O -27.77 -23.77 3.63 -0.05
H -28.46 -24.34 4.01 0.07
H -28.14 -22.87 3.64 0.08
O -28.41 -19.39 2.95 -0.11
H -27.89 -18.92 2.25 0.00
H -28.06 -19.02 3.77 0.03
O -28.78 -17.91 -0.23 -0.05
H -27.91 -18.34 -0.32 0.01
H -29.39 -18.52 -0.68 0.06
O -22.20 -24.54 1.46 -0.09
H -23.20 -24.59 1.62 0.04
H -21.85 -25.34 1.87 0.07
O -22.91 -23.75 4.55 -0.06
H -23.24 -23.95 3.67 -0.02
H -22.39 -22.94 4.41 0.01
O -25.75 -23.33 5.70 -0.09
H -24.85 -23.54 5.39 -0.01
H -26.37 -23.63 5.01 -0.01
O -22.51 -22.88 -3.23 -0.08
H -21.98 -23.49 -2.66 0.00
H -21.89 -22.21 -3.55 0.02
O -20.68 -20.18 -1.00 -0.05
H -19.78 -20.39 -1.29 0.06
H -20.84 -20.77 -0.24 0.02

***

Which max |F| belongs to each record? In order, 2.30 3.03 1.90 2.11 eV Å⁻¹.
Which E_tot belongs to each record? In order, -8932.7868 -29215.7501 -98564.0417 -73485.7498 eV.